Molecular formula: C9H18FHfO3
Method: DFT, wB97M-V/def2-TZVPD

CARTESIAN COORDINATES (ANGSTROEM)
Hf (3.655, 4.015, 0.880)
F (1.422, 1.315, 1.527)
C (-2.937, 3.812, -2.043)
C (-1.771, 2.865, -1.974)
O (-0.662, 3.443, -2.045)
C (-1.971, 1.356, -2.025)
H (-3.443, 3.906, -1.083)
H (-3.634, 3.562, -2.843)
H (-2.592, 4.797, -2.356)
H (-1.226, 0.876, -2.660)
H (-2.961, 1.265, -2.471)
H (-2.159, 0.873, -1.066)
C (4.767, -1.631, -2.300)
C (5.375, -0.226, -2.477)
O (4.814, 0.792, -1.965)
C (6.678, -0.257, -3.211)
H (5.541, -2.393, -2.392)
H (4.135, -2.013, -3.102)
H (4.214, -1.680, -1.362)
H (6.947, 0.786, -3.044)
H (6.579, -0.485, -4.272)
H (7.341, -1.007, -2.777)
C (-4.697, -2.618, 5.406)
C (-3.474, -2.934, 4.583)
O (-2.931, -4.039, 4.609)
C (-3.042, -1.888, 3.650)
H (-5.607, -2.734, 4.818)
H (-4.629, -1.558, 5.649)
H (-4.862, -3.280, 6.256)
H (-3.708, -1.863, 2.788)
H (-2.085, -2.162, 3.206)
H (-3.076, -0.894, 4.096)

The net charge is +3. For the LUMO energy, the calculation gives -15.68 eV. For the HOMO-LUMO gap, the calculation gives 1.380 eV. As for the energy: -725.65241 Ha. The calculation puts the HOMO energy at -17.061 eV. The value obtained for the relative energy (zero: lowest compared OMol25 entry of this formula, charge and spin) is 8.647 eV.

Results of the Mulliken charge analysis, in e, for atoms 1 through 8: number 1, Hf, carries 1.601; number 2, F, carries -0.577; number 3, C, carries -1.023; number 4, C, carries 0.903; number 5, O, carries -0.344; number 6, C, carries -0.953; number 7, H, carries 0.315; number 8, H, carries 0.372